# 1
Here is a structure of composition C45H50CsN5OPSe from OMol25. Energies are from ωB97M-V/def2-TZVPD.

Values from the calculation:
Orbital gap in eV: 8.15

ORCA input file:
```
! wB97M-V def2-TZVPD RIJCOSX def2/J DEFGRID3
* xyz 1 1
H 2.3123 4.4138 5.0945
C 1.5366 -5.8338 -0.4922
H 3.0524 3.7389 3.6494
C 6.5485 -1.7392 1.6737
H 0.1285 0.4369 -5.2800
P 1.9652 -2.2350 1.3355
H 1.4891 -6.1722 -1.5180
C -3.7437 -0.2251 -1.7298
H 1.7709 -4.6446 3.1742
H 7.6152 -1.5973 1.7790
H 1.4466 4.8631 2.1292
H -1.9402 -2.4600 -6.0670
O -1.6999 1.7328 -5.6427
H 0.0497 2.2618 5.2163
C -2.5198 2.0019 4.3621
C -0.5911 -3.6527 -3.1863
H -1.7332 4.7773 0.2195
H -3.4751 0.5082 -2.4898
H -2.3716 3.9375 -6.1941
H 2.4674 2.6699 4.9318
C 1.6558 -4.4820 -0.2064
C 1.5607 -6.3189 1.8594
C 3.7891 -2.0783 1.4261
H -3.2585 4.3031 -1.0964
C -3.3138 3.7484 -2.0313
C 0.8653 -0.2895 -2.0776
C 1.4915 -2.0020 3.0989
H -4.1779 2.2964 -5.7762
C 6.0018 -3.0125 1.7390
C 1.8277 -1.0576 5.2955
H -4.2443 4.0253 -2.5231
N 3.5401 0.3390 1.1421
H 2.4641 -0.5341 5.9970
N -2.1472 3.3806 -4.2026
Se -2.3388 -1.1281 1.1789
H -1.1169 6.1660 1.1037
H -1.1875 -2.5846 5.1027
C -0.8476 -3.4941 -4.5391
C -1.7722 -2.5548 -5.0045
C 5.7327 -0.6424 1.4617
H 1.5736 -1.0994 -3.9393
N -2.7157 -1.2384 -1.6679
C -2.4785 -1.7425 -4.1327
C 1.7376 -4.0343 1.1123
H -0.3230 -4.1154 -5.2509
C -1.6247 3.5258 2.5678
H 4.0766 1.1620 0.8985
H -3.3636 2.6863 -1.7969
H -2.6172 3.5322 2.1300
N 0.0925 0.5830 -1.4419
C 0.1442 0.4789 -4.2002
C -2.2144 -1.8997 -2.7828
C -2.1256 -1.7117 -0.5495
H -1.2837 2.0682 -1.5844
H 6.6339 -3.8748 1.8905
H -2.1410 1.2581 5.0630
C -0.6116 4.2829 1.9873
H -0.6955 -3.2005 -0.2895
C -1.4007 2.7871 3.7280
H -4.9146 3.3754 -4.5777
H -3.1289 1.4949 3.6117
C 0.9367 -0.3701 -3.4591
C 2.2829 -1.2984 4.0043
C -1.5553 2.2035 -4.5232
C 0.9078 3.5457 3.7296
H 2.8124 0.1920 0.4520
H 6.1632 0.3495 1.3958
H 1.5255 -7.0362 2.6669
C -4.3045 3.3355 -5.4792
C -0.2187 -2.2117 4.7981
H -1.1739 3.8780 -2.4225
C -1.2879 -2.8295 -2.3177
Cs 0.2386 0.5751 2.1380
H -3.1776 2.6724 4.9175
H 1.4396 -0.9615 -1.4475
H 0.1159 -4.3869 -2.8289
C 1.6956 -4.9691 2.1448
H 1.7091 -3.7601 -1.0159
H -0.3993 -2.9954 2.8187
H 1.3809 -7.8079 0.3270
C 0.2321 -2.4495 3.5091
C -0.6798 1.4103 -3.5635
H -0.0162 5.2002 0.1303
H 4.2098 -4.1655 1.6783
H -3.8170 0.2533 -0.7553
C -2.9474 3.9926 -5.2699
C -0.6466 1.4230 -2.1715
C 2.2614 3.5884 4.3829
H 3.2648 -0.9505 3.7070
C 0.5780 -1.5095 5.6943
C -2.1210 4.0699 -2.9233
H 0.2343 -1.3339 6.7046
C 0.6538 4.2686 2.5697
H -3.1893 -1.0135 -4.4936
N -1.2736 -2.6877 -0.9391
C -0.1315 2.8113 4.2977
H -4.7037 -0.6740 -1.9877
C -0.8829 5.1477 0.7887
H -3.0690 5.0449 -5.0085
C 4.6323 -3.1712 1.6140
C 1.4814 -6.7538 0.5437
C 4.3566 -0.7994 1.3211
H -4.8429 3.8532 -6.2717
H -2.1260 5.1401 -3.1444
*
```

Löwdin atomic charge list, values in e, 4 entries: H 0.093; C -0.076; H 0.081; C -0.070

# 2
Here is the molecule C4H8O2 from OMol25. Energies are from ωB97M-V/def2-TZVPD.

Values from the calculation:
Orbital gap in eV: 10.96

ORCA input file:
```
! wB97M-V def2-TZVPD RIJCOSX def2/J DEFGRID3
* xyz 0 1
C -1.3190 0.7221 -0.3355
C -1.9238 -0.5296 0.2990
H -1.0992 -1.2238 0.4244
H -1.5147 0.7630 -1.4126
O 0.6365 -1.3314 -0.2376
C 0.9670 -0.1726 -0.1097
H 2.8022 -0.5793 0.8428
H 2.6645 1.1574 0.4111
C 2.4319 0.1388 0.1040
O 0.1403 0.8832 -0.1559
H 2.9498 -0.0905 -0.8337
H -1.7086 1.6413 0.1101
H -2.3983 -0.3487 1.2657
H -2.6287 -1.0300 -0.3722
*
```

natural (NBO) atomic charge list, values in e, 4 entries: C -0.064; C -0.680; H 0.273; H 0.185

# 3
Here is a cluster of 2 separate species, C4H14NOS in total in a non-equilibrium geometry from OMol25. Energies are from ωB97M-V/def2-TZVPD.

Values from the calculation:
Orbital gap in eV: 10.35

ORCA input file:
```
! wB97M-V def2-TZVPD RIJCOSX def2/J DEFGRID3
* xyz 1 1
H -2.9174 -0.1125 -2.4370
C 0.4963 1.3541 1.8057
H 1.7891 -0.2093 0.2147
H 1.3884 1.0257 2.3398
H 0.4800 3.6545 1.1687
H -2.7106 -1.4596 -1.8132
H 0.2174 1.2573 -1.0094
H -1.0797 0.2720 0.7567
C -0.0964 0.1054 1.2174
C 0.6569 -1.9460 -0.1404
O -2.2159 -0.6723 -2.0716
N 0.3271 0.2482 -1.2053
H 1.5659 -2.3880 0.2136
H -0.6221 -0.0133 -1.5418
S 0.9830 2.5830 0.5539
H -0.0936 -2.3382 0.5263
H -0.2379 1.7584 2.5052
C 0.7605 -0.4619 0.0459
H 0.5372 -2.2477 -1.1696
H 0.9727 0.1806 -1.9862
H -0.2009 -0.5906 2.0265
*
```

natural (NBO) atomic charge list, values in e, 4 entries: H 0.501; C -0.514; H 0.217; H 0.226

# 4
Here is a structure of composition C21H27AsF3MnN4O11PS2 from OMol25. Energies are from ωB97M-V/def2-TZVPD.

Values from the calculation:
Orbital gap (spin up / spin down) in eV: 5.79 / 5.80

ORCA input file:
```
! wB97M-V def2-TZVPD RIJCOSX def2/J DEFGRID3
* xyz -2 2
F 0.4056 6.2747 -1.1177
C -0.0049 3.9466 -0.5435
C 4.9766 3.2147 1.2622
N -2.1908 1.2773 4.0535
H -3.8464 1.8458 -2.9655
H 2.5767 3.5246 3.6368
C 0.8864 5.2282 -0.4159
H -0.1066 1.1063 -4.9534
O -2.4275 -2.3157 -0.4536
P -0.8372 -2.0050 -0.4264
C -2.9722 -3.4807 -1.0602
C -2.3842 0.8334 2.7921
F 2.1472 5.0207 -0.8566
C -2.1383 1.4203 -1.7361
H -1.4494 1.9667 4.1516
H 0.4036 -4.1405 -3.6159
H -1.6671 -3.5469 2.4152
H -2.0737 0.4872 4.6829
N -2.5515 1.6918 1.7756
C 4.2588 3.7786 2.3019
C -2.7932 1.6001 -2.9610
O 0.7838 2.1528 3.9392
O 0.5619 0.5702 2.0254
S 1.4193 1.0275 3.1939
C -2.0706 1.4829 -4.1255
C -0.7113 1.1911 -4.0601
S -2.6493 -0.8236 2.5417
H -1.1354 -5.1557 1.8604
C 2.7887 1.8693 2.3285
H 1.4292 -1.9066 -1.7809
As 2.9200 -0.3064 0.3479
H -2.2463 -4.2970 -1.0183
H 5.8256 3.7374 0.8366
C 1.1016 -3.7419 -2.8760
F 0.9827 5.6370 0.8678
Mn -0.0574 1.0250 0.1709
N -2.0719 1.3025 0.5865
C 3.4993 1.3024 1.2659
C 0.7400 -2.3118 -2.5246
H -4.7136 -4.7213 -0.7673
C -0.1325 1.0160 -2.8181
O 4.1734 -0.4392 -0.9338
O -2.4110 -1.5310 3.8937
O 1.6186 0.1649 -0.5835
H 1.0593 -4.3659 -1.9842
H 0.6036 -2.6111 1.8007
O -1.0790 4.0796 -1.1102
C 3.1711 3.1023 2.8376
H 0.9170 0.7870 -2.6873
H 0.7952 -1.6712 -3.4094
H 4.5380 4.7508 2.6921
O -0.6045 -2.2350 -2.0508
O 0.5611 2.9540 -0.0130
H 1.1334 -4.2233 1.3480
H 3.7267 -0.1079 -1.7241
H 5.1308 1.5526 -0.0895
H 2.1123 -3.7824 -3.2902
O 2.9460 -1.6973 1.1970
C 4.5922 1.9849 0.7433
H -3.1795 -3.2670 -2.1127
H -0.4034 -4.3783 3.2809
C -4.2382 -3.8477 -0.3139
C 0.2611 -3.5718 1.4160
H -2.5561 1.6261 -5.0841
H -4.9415 -3.0142 -0.3293
O -0.1868 -3.4189 0.0503
C -2.7829 1.5747 -0.4653
H -3.7904 1.9603 -0.3632
C -0.8068 -4.2003 2.2820
H -4.0087 -4.0685 0.7291
N -0.8265 1.1158 -1.6865
*
```

Löwdin atomic charge list, values in e, 4 entries: F 0.110; C -0.551; C -0.103; N 0.100

# 5
Here is the molecule C3H4S2 in a non-equilibrium geometry from OMol25. Energies are from ωB97M-V/def2-TZVPD.

Values from the calculation:
Orbital gap (spin up / spin down) in eV: 7.29 / 6.70

ORCA input file:
```
! wB97M-V def2-TZVPD RIJCOSX def2/J DEFGRID3
* xyz 0 1
H -1.4082 -0.8631 -1.8674
C 1.3407 -0.0800 1.5326
H 2.2082 0.1906 1.0402
C -0.6790 -0.4745 -0.0611
S 0.7155 -1.3217 0.2776
C -1.7183 -0.5091 -0.8419
S 0.0740 1.2764 1.7269
H 1.6810 -0.7500 2.2598
H -2.4435 0.1966 -0.6047
*
```

natural (NBO) atomic charge list, values in e, 4 entries: H 0.257; C -0.591; H 0.205; C -0.001

Table of E_tot (Eh), in record order: -4856.653984, -307.683157, -688.752560, -6687.371029, -912.920919
Table of ΔE to the lowest compared entry with this formula, charge and spin (kcal/mol), in record order: 6.83, 18.37, 6.37, 50.47, 87.58